1.
Computed, not measured: a structure of composition C16H8Cl5N2Re at a distorted geometry, with wB97M-V/def2-TZVPD.

The geometry in ORCA input format:
```
! wB97M-V def2-TZVPD RIJCOSX def2/J DEFGRID3
* xyz 3 4
Re -0.1116 1.3440 2.2237
Cl -0.7625 -1.7668 2.0883
C -0.7857 0.1462 -0.0275
C -0.5690 1.6122 0.2470
C -0.9259 2.5446 -0.6851
Cl -0.6460 4.1915 -0.4033
C -1.5888 2.1333 -1.9221
Cl -1.8163 3.2968 -3.1340
C -2.0764 0.8421 -2.0823
Cl -3.0009 0.4219 -3.4258
C -1.8576 -0.2390 -1.0416
Cl -2.0707 -3.0210 -0.9402
C 3.8955 0.0561 2.0391
C 4.0465 -0.6300 0.8353
C 2.9317 -0.8541 0.0383
C 1.6802 -0.3690 0.4207
N 1.5652 0.3631 1.5754
C 2.6398 0.5344 2.3643
C 0.4623 -0.6384 -0.3455
C 0.1602 -1.5649 -1.2731
C -1.2856 -1.5588 -1.6630
C -3.0625 -0.3794 -0.1314
C -2.7248 -0.2931 1.1537
N -1.3146 -0.2059 1.3609
H 4.7336 0.2069 2.7058
H 5.0227 -0.9829 0.5263
H 3.0328 -1.3972 -0.8889
H 2.4941 1.0839 3.2973
H 0.8236 -2.3144 -1.6717
H -1.4541 -1.6277 -2.7401
H -4.0598 -0.5318 -0.5099
H -3.3752 -0.4029 2.0092
*
```

Summary:
Electronic energy (eV): -84407.6490
Kohn-Sham gap (spin up / spin down) (eV): 6.81 / 5.79
HOMO energy (spin up / spin down) (eV): -19.24 / -19.36
⟨S²⟩: 3.807
Largest force on an atom (eV/A): 2.688

2.
Computed, not measured: a structure of composition C16H8F3NO4PdS at a distorted geometry, with wB97M-V/def2-TZVPD.

The geometry in ORCA input format:
```
! wB97M-V def2-TZVPD RIJCOSX def2/J DEFGRID3
* xyz -2 1
Pd 0.8248 0.1998 -0.7348
O 4.5857 -1.6186 -0.7667
C 3.6544 -0.9205 -0.3653
O 2.8021 -0.3543 -1.1191
C 3.5794 -0.6417 1.1322
C 4.7705 -0.3253 1.7715
C 4.8194 -0.0422 3.1254
C 3.6478 -0.0838 3.8666
C 2.4566 -0.4026 3.2515
C 2.3905 -0.6718 1.8797
S 0.8260 -1.1292 1.2339
H 5.6764 -0.3117 1.1800
H 5.7607 0.2148 3.5970
H 3.6640 0.1304 4.9293
H 1.5399 -0.4373 3.8218
O -0.6591 -1.1294 -2.0700
C -1.5553 -0.4416 -1.4734
N -1.1558 0.5536 -0.6269
C -2.2279 1.2282 -0.0916
O -2.1628 2.1746 0.7051
C -3.4118 0.5900 -0.6547
C -4.7639 0.8411 -0.4958
C -5.6804 0.0165 -1.1201
C -5.2549 -1.0810 -1.8953
C -3.9168 -1.3278 -2.0958
C -2.9781 -0.4845 -1.5019
H -5.0847 1.6760 0.1154
H -6.7424 0.2038 -1.0059
H -5.9990 -1.7461 -2.3223
H -3.5903 -2.1755 -2.6836
F 1.4666 1.0736 -3.2586
C 0.9641 1.5809 -2.1011
F -0.1209 2.2994 -2.5031
F 1.8760 2.5426 -1.7238
*
```

Summary:
Energy above the lowest of the compared OMol25 structures with the same formula, charge and spin (eV): 1.678
Electronic energy (eV): -48872.2470
Kohn-Sham gap (eV): 5.51
HOMO energy (eV): -0.95
Largest force on an atom (eV/A): 4.861

3.
Computed, not measured: a structure of composition C16H9F5N3SY at a distorted geometry, with wB97M-V/def2-TZVPD.

The geometry in ORCA input format:
```
! wB97M-V def2-TZVPD RIJCOSX def2/J DEFGRID3
* xyz 2 1
Y 0.0293 -1.1785 -0.9880
F 6.2477 -1.1562 2.0709
C 4.9440 -1.2366 1.9390
C 4.3727 -1.3197 0.6647
F 5.1080 -1.3115 -0.4318
C 2.9933 -1.3857 0.5546
F 2.4374 -1.4688 -0.7337
C 2.1269 -1.3349 1.6439
S 0.3729 -1.3566 1.4989
C 2.7196 -1.2527 2.9135
F 1.9454 -1.1883 3.9804
C 4.1081 -1.2197 3.0636
F 4.6315 -1.1498 4.2668
N -2.4111 1.2509 -1.0838
C -2.9578 -0.0158 -1.0223
C -4.3623 -0.0935 -0.9735
C -4.9873 -1.3125 -0.8544
C -4.2012 -2.4666 -0.8054
C -2.8380 -2.3379 -0.8992
N -2.2018 -1.1360 -1.0062
C -1.1496 1.8039 -1.0382
C -1.0764 3.2091 -0.9759
C 0.1411 3.8363 -0.8575
C 1.2993 3.0542 -0.8375
C 1.1757 1.6931 -0.9590
N -0.0249 1.0524 -1.0513
H -3.1313 1.9684 -1.0875
H -4.9476 0.8116 -1.0244
H -6.0650 -1.3764 -0.8076
H -4.6523 -3.4411 -0.7022
H -2.2074 -3.2283 -0.8984
H -1.9836 3.7915 -1.0146
H 0.2028 4.9126 -0.7937
H 2.2731 3.5083 -0.7423
H 2.0697 1.0732 -1.0094
*
```

Summary:
Energy above the lowest of the compared OMol25 structures with the same formula, charge and spin (eV): 0.234
Electronic energy (eV): -46660.1078
Kohn-Sham gap (eV): 6.97
HOMO energy (eV): -14.45
Largest force on an atom (eV/A): 1.725

4.
Computed, not measured: a structure of composition C17H10BF4INO3PdS, with wB97M-V/def2-TZVPD.

The geometry in ORCA input format:
```
! wB97M-V def2-TZVPD RIJCOSX def2/J DEFGRID3
* xyz -1 3
Pd 0.0888 -0.8965 -0.1494
I 2.6468 -1.8417 -0.0951
C 2.6604 -1.3394 1.9595
C 3.8637 -1.3052 2.5938
C 3.8911 -1.0613 3.9860
C 2.7248 -0.8956 4.6745
C 1.4708 -0.9299 4.0142
C 0.2555 -0.7644 4.7217
C -0.9386 -0.7847 4.0630
C -0.9823 -0.9395 2.6565
C 0.1658 -1.0968 1.9368
C 1.4183 -1.1254 2.6043
H 4.7851 -1.4657 2.0474
H 4.8455 -1.0224 4.4989
H 2.7412 -0.7312 5.7467
H 0.2927 -0.6172 5.7965
H -1.8642 -0.6621 4.6127
H -1.9394 -0.9140 2.1490
O -1.5716 4.6229 -2.1970
S -0.4398 3.8542 -2.6364
O 0.5026 4.5038 -3.5120
N 0.3091 3.1523 -1.3797
C 0.2819 1.8389 -1.4550
O 0.8161 1.0893 -0.5768
C -0.4336 1.3049 -2.6729
C -0.5937 0.0052 -3.1086
C -1.3342 -0.2308 -4.2613
C -1.8800 0.8246 -4.9823
C -1.6851 2.1381 -4.5690
C -0.9630 2.3427 -3.4133
H -0.1569 -0.8334 -2.5886
H -1.4963 -1.2497 -4.5898
H -2.4650 0.6202 -5.8703
H -2.0905 2.9731 -5.1276
F -3.2132 -1.5837 -2.2381
B -2.6363 -1.7278 -0.9903
F -1.4346 -2.5325 -1.0929
F -3.4910 -2.2765 -0.0443
F -2.1511 -0.4428 -0.5109
*
```

Summary:
Electronic energy (eV): -59393.2940
Kohn-Sham gap (spin up / spin down) (eV): 7.77 / 7.38
HOMO energy (spin up / spin down) (eV): -5.68 / -6.14
⟨S²⟩: 2.007
Largest force on an atom (eV/A): 0.395

5.
Computed, not measured: a structure of composition C17H10CoF5N2O4S3, with wB97M-V/def2-TZVPD.

The geometry in ORCA input format:
```
! wB97M-V def2-TZVPD RIJCOSX def2/J DEFGRID3
* xyz 0 1
Co -1.5839 -2.0050 -0.4759
O 1.7328 1.2164 2.1503
C 0.5065 1.5375 2.6020
C 0.4210 2.5814 3.5221
C -0.8043 2.9740 4.0186
C -1.9772 2.3403 3.6129
C -1.9004 1.3067 2.7051
C -0.6692 0.8864 2.1909
C -0.6569 -0.2046 1.2103
O -1.7919 -0.7449 0.8727
N 0.4797 -0.5758 0.6695
N 0.2472 -1.5728 -0.2772
C 1.2875 -1.9953 -0.9108
S 2.8521 -1.2889 -0.6217
C 3.7355 -2.4413 -1.7068
C 2.7987 -2.8362 -2.8295
S 1.2067 -3.2773 -2.0857
H 1.6440 0.4816 1.5087
H 1.3374 3.0689 3.8245
H -0.8501 3.7891 4.7293
H -2.9350 2.6572 3.9998
H -2.7919 0.7994 2.3633
H 4.0461 -3.3086 -1.1250
H 4.6172 -1.9240 -2.0828
H 3.1611 -3.7105 -3.3683
H 2.6462 -2.0139 -3.5279
O -1.5985 -3.9753 -0.7787
C -2.8364 -3.9162 -0.5194
O -3.3694 -2.7825 -0.3918
H -3.4283 -4.8287 -0.3990
F 0.7960 3.9421 -0.7348
C 0.1862 2.8363 -1.1452
C 0.8634 1.9263 -1.9391
F 2.1297 2.1606 -2.2864
C 0.2183 0.7768 -2.3538
F 0.9117 -0.0950 -3.0957
C -1.0953 0.4907 -1.9970
S -1.8452 -1.0416 -2.4237
C -1.7609 1.4428 -1.2248
F -3.0205 1.2470 -0.8572
C -1.1311 2.5973 -0.7889
F -1.7790 3.4792 -0.0327
*
```

Summary:
Energy above the lowest of the compared OMol25 structures with the same formula, charge and spin (eV): 0.286
Electronic energy (eV): -112681.3644
Kohn-Sham gap (spin up / spin down) (eV): 6.84 / 6.75
HOMO energy (spin up / spin down) (eV): -8.45 / -8.46
Largest force on an atom (eV/A): 0.774

6.
Computed, not measured: a structure of composition C17H10F6N2O4PdS2, with wB97M-V/def2-TZVPD.

The geometry in ORCA input format:
```
! wB97M-V def2-TZVPD RIJCOSX def2/J DEFGRID3
* xyz 0 1
Pd 0.0536 0.8904 -0.5773
F 3.4661 1.7708 3.1569
C 3.1312 1.0538 2.0946
F 2.1095 0.2616 2.3955
F 4.1649 0.3006 1.7236
S 2.7005 2.1543 0.6856
O 2.3435 1.2348 -0.4017
O 3.8226 2.9981 0.4544
N 1.4030 2.8032 1.2860
S 0.5630 3.8071 0.4322
O 1.1497 5.0634 0.1051
O -0.0816 3.0999 -0.6855
C -0.7740 4.1428 1.6578
F -0.2998 4.8606 2.6640
F -1.2893 3.0119 2.1278
F -1.7373 4.8294 1.0413
C -4.0984 1.6379 -0.5701
C -4.6188 0.3513 -0.5724
C -3.7652 -0.7378 -0.5797
C -2.3873 -0.5365 -0.5853
C -1.8690 0.7600 -0.5880
C -2.7238 1.8512 -0.5770
C -1.3888 -1.5993 -0.5967
C -1.7175 -2.9657 -0.4609
C -0.7269 -3.8931 -0.4562
C 0.6127 -3.4892 -0.6424
C 1.6711 -4.4235 -0.6980
C 2.9493 -4.0099 -0.9337
C 3.2091 -2.6411 -1.1416
C 2.2074 -1.7121 -1.0830
C 0.8833 -2.1121 -0.8037
N -0.1319 -1.1847 -0.7278
H -4.7671 2.4895 -0.5689
H -5.6896 0.1983 -0.5719
H -4.1784 -1.7382 -0.5862
H -2.3354 2.8575 -0.5958
H -2.7509 -3.2509 -0.3378
H -0.9495 -4.9454 -0.3269
H 1.4412 -5.4727 -0.5596
H 3.7581 -4.7266 -0.9777
H 4.2179 -2.3147 -1.3570
H 2.4223 -0.6751 -1.2619
*
```

Summary:
Energy above the lowest of the compared OMol25 structures with the same formula, charge and spin (eV): 0.000
Electronic energy (eV): -70416.3327
Kohn-Sham gap (eV): 8.09
HOMO energy (eV): -9.04
Largest force on an atom (eV/A): 0.575

7.
Computed, not measured: an isolated molecule of C17H10N2O4S at a distorted geometry, with wB97M-V/def2-TZVPD.

The geometry in ORCA input format:
```
! wB97M-V def2-TZVPD RIJCOSX def2/J DEFGRID3
* xyz 0 1
O 4.2380 2.0176 0.0060
C 4.0883 0.8132 0.0054
N 2.8357 0.2478 0.0103
C 1.6995 1.0139 0.0105
N 0.5144 0.5141 0.0098
C -0.4374 1.5014 0.0076
C 0.0731 2.7721 0.0075
S 1.7912 2.7587 0.0098
H -0.4784 3.6884 0.0057
C -1.8342 1.1099 0.0045
C -2.1830 -0.2052 0.0130
C -3.5499 -0.6062 0.0076
C -3.9712 -1.9422 0.0158
C -5.3119 -2.2485 0.0085
C -6.2641 -1.2313 -0.0071
C -5.8769 0.0921 -0.0151
C -4.5206 0.4082 -0.0075
O -4.1706 1.7144 -0.0152
C -2.8760 2.1435 -0.0095
O -2.6934 3.3362 -0.0166
H -6.5982 0.8934 -0.0271
H -7.3142 -1.4803 -0.0131
H -5.6312 -3.2795 0.0148
H -3.2246 -2.7220 0.0277
H -1.4072 -0.9560 0.0235
H 2.7043 -0.7522 0.0097
C 5.1875 -0.1562 -0.0016
C 5.2170 -1.5338 -0.0056
C 6.5774 -1.8965 -0.0143
C 7.2744 -0.7212 -0.0149
O 6.4486 0.3211 -0.0074
H 8.3274 -0.5184 -0.0204
H 6.9809 -2.8878 -0.0195
H 4.3851 -2.2088 -0.0029
*
```

Summary:
Electronic energy (eV): -39797.0142
Kohn-Sham gap (eV): 7.73
SMILES: O=C(Nc1nc(-c2cc3ccccc3oc2=O)cs1)c1ccco1
HOMO energy (eV): -7.95
Largest force on an atom (eV/A): 1.134

8.
Computed, not measured: a structure of composition C17H11Br2Cl3CrN3O4, with wB97M-V/def2-TZVPD.

The geometry in ORCA input format:
```
! wB97M-V def2-TZVPD RIJCOSX def2/J DEFGRID3
* xyz 0 4
Cr -0.0267 0.0237 0.0520
N -1.6792 2.5892 0.5571
N -2.7094 1.6457 0.3437
C -2.6161 0.4507 1.0810
O -3.6216 -0.1086 1.4457
O -1.3908 0.0229 1.3153
H -1.8624 3.1288 1.3987
H -1.6698 3.2204 -0.2326
H -3.6491 2.0110 0.4110
Cl -2.1921 2.1224 -6.4306
C -1.8577 1.3155 -4.9264
C -0.8919 1.8273 -4.0812
C -0.6764 1.1438 -2.9014
Cl 0.5224 1.7500 -1.7511
C -1.3367 -0.0142 -2.4975
O -1.0707 -0.6324 -1.3765
C -2.3095 -0.4828 -3.4024
Cl -3.2001 -1.9010 -2.9939
C -2.5664 0.1691 -4.5933
H -0.3342 2.7171 -4.3322
H -3.3230 -0.2170 -5.2608
C 1.8858 2.8853 1.1009
C 1.8847 1.6971 2.0095
C 2.4415 1.7979 3.3048
C 2.4507 0.7162 4.1364
C 1.9384 -0.5194 3.6902
C 1.9115 -1.7267 4.4381
Br 2.5797 -1.7606 6.2056
C 1.4055 -2.8675 3.8887
C 0.9109 -2.8804 2.5658
Br 0.2609 -4.4923 1.8534
C 0.9226 -1.7460 1.7894
O 0.5258 -1.6823 0.5393
C 1.4236 -0.5523 2.3883
N 1.3684 0.5600 1.5874
H 2.4226 3.7158 1.5542
H 0.8669 3.2033 0.8861
H 2.3748 2.6436 0.1565
H 2.8526 2.7451 3.6236
H 2.8611 0.7914 5.1345
H 1.3811 -3.7855 4.4584
*
```

Summary:
Energy above the lowest of the compared OMol25 structures with the same formula, charge and spin (eV): 1.547
Electronic energy (eV): -236543.9692
Kohn-Sham gap (spin up / spin down) (eV): 7.19 / 7.47
HOMO energy (spin up / spin down) (eV): -8.19 / -8.35
⟨S²⟩: 3.778
Largest force on an atom (eV/A): 0.454